# 1
Entry from the Open Molecules 2025 dataset: a 2-piece molecular cluster, C37H49BN6O5 overall in a non-equilibrium geometry (ωB97M-V/def2-TZVPD).

**Orbital gap**: 6.086 eV
**F_max**: 0.0607 Eh/bohr
**M**: 668.6 g/mol
**Net charge**: 0
**ΔE to the lowest compared entry with this formula, charge and spin**: 0.2473 eV

Geometry (Å):
C1 -2.609 2.747 2.732
C2 -2.790 4.027 1.938
C3 -4.237 4.491 2.225
C4 -1.891 5.128 2.502
C5 -2.548 3.853 0.387
C6 -3.454 4.605 -0.373
C7 -3.526 4.546 -1.763
C8 -2.490 3.934 -2.438
C9 -1.401 3.400 -1.718
C10 -0.124 3.355 -2.604
C11 1.134 3.064 -1.821
C12 0.048 4.725 -3.278
C13 -0.330 2.319 -3.708
C14 -1.509 3.113 -0.330
N1 -0.592 2.194 0.337
C15 -0.299 0.843 0.144
B1 -0.234 -0.244 -1.021
H1 0.358 -1.469 -0.895
N2 0.459 0.467 1.241
C16 0.885 -0.888 1.506
C17 2.238 -1.265 1.323
C18 3.396 -0.307 0.905
C19 4.549 -1.089 0.258
C20 3.942 0.372 2.159
C21 2.989 0.735 -0.119
C22 2.597 -2.603 1.600
C23 1.626 -3.600 1.602
C24 0.288 -3.233 1.718
C25 -0.068 -1.879 1.859
C26 -1.518 -1.679 2.399
C27 -2.521 -1.993 1.275
C28 -1.788 -0.271 2.871
C29 -1.717 -2.630 3.597
C30 0.746 1.582 2.012
C31 0.208 2.649 1.400
H2 -1.558 2.486 2.867
H3 -3.029 2.895 3.737
H4 -3.152 1.918 2.266
H5 -4.415 5.537 1.938
H6 -4.963 3.845 1.719
H7 -4.440 4.444 3.303
H8 -2.059 6.077 1.977
H9 -2.116 5.288 3.565
H10 -0.831 4.880 2.421
H11 -4.155 5.292 0.107
H12 -4.350 5.019 -2.295
H13 -2.449 3.986 -3.526
H14 1.980 2.988 -2.510
H15 1.061 2.110 -1.309
H16 1.338 3.846 -1.085
H17 -0.791 4.983 -3.936
H18 0.126 5.511 -2.517
H19 0.956 4.733 -3.891
H20 -1.038 2.682 -4.464
H21 0.620 2.125 -4.223
H22 -0.702 1.373 -3.301
H23 -1.401 -0.518 -1.259
H24 0.409 0.182 -1.966
H25 4.200 -1.744 -0.551
H26 5.285 -0.385 -0.160
H27 5.085 -1.704 0.990
H28 3.170 0.978 2.641
H29 4.281 -0.391 2.869
H30 4.796 1.018 1.914
H31 2.315 1.481 0.289
H32 3.864 1.310 -0.443
H33 2.537 0.297 -1.011
H34 3.652 -2.878 1.738
H35 1.902 -4.657 1.525
H36 -0.491 -4.007 1.776
H37 -2.340 -2.976 0.819
H38 -3.548 -1.984 1.675
H39 -2.449 -1.225 0.492
H40 -1.119 0.028 3.681
H41 -1.682 0.421 2.041
H42 -2.824 -0.190 3.217
H43 -0.887 -2.491 4.305
H44 -2.653 -2.405 4.128
H45 -1.747 -3.689 3.305
H46 1.304 1.529 2.927
H47 0.341 3.690 1.611
O1 -0.188 -8.318 -4.777
N3 0.938 -7.911 -4.421
O2 2.004 -8.371 -4.887
C32 1.080 -6.854 -3.445
C33 2.337 -6.332 -3.111
C34 2.431 -5.196 -2.268
N4 3.742 -4.714 -1.855
O3 4.671 -4.788 -2.686
O4 3.871 -4.203 -0.713
C35 1.294 -4.565 -1.721
C36 0.039 -5.174 -1.912
N5 -1.176 -4.886 -1.351
O5 -2.029 -5.880 -1.941
N6 -1.356 -6.733 -2.791
C37 -0.082 -6.283 -2.800
H48 3.220 -6.841 -3.507
H49 1.356 -3.664 -1.132

# 2
Entry from the Open Molecules 2025 dataset: C37H49BrIrN2P2S as an isolated structure in a non-equilibrium geometry (ωB97M-V/def2-TZVPD).

**Orbital gap (spin up / spin down)**: 4.593 / 4.282 eV
**F_max**: 0.0983 Eh/bohr
**M**: 887.9 g/mol
**2S+1**: 6
**Net charge**: +4
**ΔE to the lowest compared entry with this formula, charge and spin**: 4.6327 eV

Geometry (Å):
C1 -4.237 -3.593 0.865
C2 -2.935 -3.972 0.473
C3 -2.778 -5.127 -0.322
C4 -3.940 -5.816 -0.712
N1 -5.158 -5.406 -0.377
C5 -5.324 -4.349 0.407
C6 -1.847 -3.163 0.936
C7 -1.264 -2.416 1.747
C8 -0.293 -1.723 2.522
C9 0.386 -0.528 2.145
C10 1.582 -0.176 2.741
C11 2.085 -0.954 3.776
C12 1.275 -1.910 4.403
C13 0.093 -2.277 3.751
Ir1 1.456 0.497 0.100
P1 -0.477 -0.120 -1.158
H1 -1.793 -5.465 -0.645
H2 -4.381 -2.716 1.496
H3 -3.862 -6.700 -1.348
H4 -6.335 -4.040 0.676
H5 -0.582 -3.043 4.114
H6 -0.155 0.161 1.453
H7 1.507 -2.427 5.328
H8 2.207 0.617 2.316
C14 -0.101 0.922 -2.629
C15 -0.832 0.615 -3.928
H9 0.991 0.869 -2.771
H10 -0.318 1.943 -2.285
H11 -0.476 1.363 -4.645
H12 -0.601 -0.381 -4.325
H13 -1.919 0.730 -3.838
C16 -0.615 -1.860 -1.789
C17 -1.897 -2.314 -2.487
H14 -0.432 -2.499 -0.914
H15 0.221 -1.991 -2.480
H16 -1.665 -3.253 -3.008
H17 -2.700 -2.537 -1.771
H18 -2.267 -1.609 -3.242
C18 -2.232 0.118 -0.628
C19 -3.285 0.493 -1.662
H19 -2.270 0.908 0.119
H20 -2.495 -0.807 -0.093
H21 -4.222 0.694 -1.120
H22 -3.014 1.407 -2.203
H23 -3.497 -0.308 -2.379
Br1 3.903 -0.645 4.261
P2 2.794 -1.114 -0.829
C20 2.587 -1.545 -2.624
C21 3.670 -1.437 -3.701
H24 1.756 -0.898 -2.937
H25 2.211 -2.580 -2.636
H26 3.187 -1.557 -4.687
H27 4.178 -0.466 -3.704
H28 4.416 -2.241 -3.631
C22 4.141 0.165 -0.679
C23 5.547 -0.230 -0.223
H29 3.690 0.887 0.061
H30 4.192 0.696 -1.640
H31 6.098 0.685 0.044
H32 5.547 -0.881 0.658
H33 6.111 -0.710 -1.033
C24 2.973 -2.833 -0.156
C25 4.016 -3.822 -0.713
H34 1.976 -3.278 -0.321
H35 3.071 -2.752 0.938
H36 4.107 -4.689 -0.041
H37 3.731 -4.225 -1.695
H38 5.014 -3.377 -0.794
N2 0.859 2.345 0.527
S1 0.587 3.383 1.894
C26 0.502 5.019 1.028
C27 1.594 5.903 1.123
C28 1.602 7.111 0.410
C29 0.503 7.475 -0.380
C30 -0.554 6.568 -0.528
C31 -0.555 5.350 0.176
C32 -1.095 3.084 2.563
C33 -1.809 1.971 2.141
C34 -3.095 1.667 2.591
C35 -3.657 2.456 3.600
C36 -2.890 3.487 4.161
C37 -1.637 3.830 3.627
H39 0.485 2.935 -0.239
H40 2.443 5.623 1.745
H41 2.468 7.774 0.462
H42 0.469 8.454 -0.870
H43 -1.378 6.813 -1.201
H44 -1.381 4.653 0.048
H45 -1.314 1.323 1.425
H46 -3.647 0.825 2.164
H47 -4.671 2.247 3.950
H48 -3.285 4.028 5.023
H49 -1.066 4.663 4.033

# 3
Entry from the Open Molecules 2025 dataset: C37H49GeN3O3S2W as an isolated structure in a non-equilibrium geometry (ωB97M-V/def2-TZVPD).

**Orbital gap (spin up / spin down)**: 4.556 / 4.711 eV
**F_max**: 0.0788 Eh/bohr
**M**: 904.4 g/mol
**2S+1**: 2
**Net charge**: +3

Geometry (Å):
W1 0.009 0.071 -0.699
C1 -1.431 -1.844 3.342
C2 -1.891 -1.537 1.921
C3 -2.083 -2.821 1.114
C4 -3.184 -0.720 1.965
O1 -0.849 -0.753 1.267
Ge1 0.901 -0.381 2.071
O2 0.654 1.272 0.910
C5 0.253 2.550 1.492
C6 -0.631 2.291 2.711
C7 1.513 3.309 1.898
C8 -0.561 3.308 0.434
O3 1.427 -1.063 0.115
C9 2.349 -2.166 -0.118
C10 3.734 -1.561 -0.334
C11 2.331 -3.087 1.103
C12 1.864 -2.946 -1.345
H1 -2.205 -2.372 3.887
H2 -1.217 -0.908 3.866
H3 -0.529 -2.463 3.340
H4 -2.838 -3.446 1.579
H5 -1.149 -3.381 1.075
H6 -2.407 -2.595 0.098
H7 -3.988 -1.349 2.335
H8 -3.461 -0.358 0.975
H9 -3.081 0.126 2.640
H10 -0.078 1.732 3.474
H11 -1.518 1.739 2.406
H12 -0.947 3.230 3.158
H13 2.078 2.736 2.636
H14 1.249 4.261 2.349
H15 2.150 3.495 1.035
H16 -1.274 2.617 -0.058
H17 0.085 3.774 -0.308
H18 -1.134 4.097 0.913
H19 3.999 -0.947 0.530
H20 3.737 -0.945 -1.233
H21 4.484 -2.337 -0.448
H22 2.706 -2.566 1.989
H23 2.964 -3.953 0.930
H24 1.315 -3.438 1.295
H25 2.102 -2.428 -2.271
H26 0.782 -3.116 -1.287
H27 2.355 -3.915 -1.372
S1 0.297 -0.754 -3.025
C13 -1.247 -0.641 -3.827
N1 -1.316 -0.585 -5.172
C14 -2.641 -0.665 -5.758
C15 -3.520 -1.621 -4.954
N2 -3.554 -1.251 -3.549
C16 -4.569 -1.889 -2.728
C17 -5.907 -1.189 -2.686
C18 -5.984 0.112 -2.175
C19 -7.207 0.737 -2.028
C20 -8.374 0.070 -2.389
C21 -8.305 -1.224 -2.909
C22 -7.077 -1.850 -3.056
C23 -2.403 -0.774 -3.036
S2 -2.292 -0.271 -1.352
C24 -0.219 -0.047 -5.950
C25 0.874 -1.020 -6.319
C26 2.186 -0.540 -6.431
C27 3.193 -1.354 -6.906
C28 2.906 -2.671 -7.258
C29 1.602 -3.158 -7.150
C30 0.595 -2.341 -6.673
H28 -2.547 -1.041 -6.778
H29 -3.100 0.330 -5.797
H30 -3.133 -2.644 -5.046
H31 -4.541 -1.602 -5.344
H32 -4.180 -1.940 -1.706
H33 -4.705 -2.911 -3.098
H34 -5.075 0.614 -1.880
H35 -7.258 1.734 -1.623
H36 -9.332 0.553 -2.271
H37 -9.211 -1.736 -3.197
H38 -7.037 -2.856 -3.449
H39 0.226 0.789 -5.397
H40 -0.633 0.347 -6.884
H41 2.401 0.486 -6.170
H42 4.196 -0.971 -7.017
H43 3.689 -3.316 -7.622
H44 1.376 -4.168 -7.459
H45 -0.412 -2.723 -6.602
N3 3.577 5.243 -4.786
C31 2.993 4.510 -4.134
C32 2.261 3.588 -3.336
C33 2.925 2.786 -2.410
C34 2.199 1.870 -1.660
C35 0.808 1.732 -1.804
C36 0.174 2.546 -2.756
C37 0.881 3.473 -3.505
H46 3.996 2.872 -2.291
H47 2.736 1.251 -0.934
H48 -0.898 2.445 -2.927
H49 0.371 4.099 -4.222

# 4
Entry from the Open Molecules 2025 dataset: C37H49N9O2TeZr as an isolated structure (ωB97M-V/def2-TZVPD).

**Orbital gap**: 5.753 eV
**F_max**: 0.0121 Eh/bohr
**M**: 870.7 g/mol
**Net charge**: 0
**ΔE to the lowest compared entry with this formula, charge and spin**: 0.6187 eV

Geometry (Å):
Zr1 0.808 -0.338 0.715
C1 0.862 4.729 4.044
C2 0.149 4.993 2.713
C3 0.490 3.958 1.689
C4 1.373 4.045 0.663
C5 2.174 5.232 0.233
C6 1.450 6.069 -0.826
C7 1.350 2.765 -0.012
C8 1.977 2.498 -1.205
C9 1.828 1.327 -1.942
C10 2.302 1.162 -3.293
C11 3.124 2.161 -4.045
C12 4.600 2.101 -3.636
C13 1.892 -0.072 -3.697
C14 1.186 -0.654 -2.581
C15 0.619 -1.915 -2.600
C16 -0.113 -2.511 -1.586
N1 -0.382 -1.931 -0.371
C17 -1.254 -2.774 0.255
C18 -1.995 -2.433 1.383
C19 -2.071 -1.171 1.926
N2 -1.309 -0.094 1.553
C20 -1.691 0.925 2.373
C21 -1.093 2.169 2.447
C22 -0.061 2.620 1.647
N3 0.510 1.897 0.641
C23 -2.771 0.508 3.247
C24 -2.997 -0.802 2.979
C25 -4.032 -1.706 3.567
C26 -5.281 -1.803 2.684
C27 -3.487 1.398 4.211
C28 -4.486 2.329 3.514
C29 -1.464 -3.962 -0.526
C30 -0.765 -3.789 -1.686
C31 -0.734 -4.679 -2.889
C32 -1.693 -4.214 -3.992
C33 -2.372 -5.090 -0.147
C34 -3.831 -4.833 -0.537
N4 1.181 0.210 -1.513
C35 2.063 -0.704 -5.042
C36 0.823 -0.538 -5.926
H1 0.594 5.482 4.786
H2 1.944 4.749 3.908
H3 0.601 3.746 4.437
H4 0.423 5.981 2.338
H5 -0.932 5.016 2.871
H6 3.142 4.903 -0.152
H7 2.390 5.852 1.105
H8 1.227 5.468 -1.709
H9 2.057 6.921 -1.133
H10 0.503 6.445 -0.436
H11 2.572 3.288 -1.642
H12 2.734 3.168 -3.875
H13 3.033 1.977 -5.117
H14 4.715 2.263 -2.563
H15 5.188 2.852 -4.165
H16 5.017 1.118 -3.861
H17 0.727 -2.482 -3.516
H18 -2.645 -3.191 1.798
H19 -1.478 2.856 3.189
H20 -4.311 -1.339 4.555
H21 -3.611 -2.703 3.721
H22 -5.741 -0.820 2.567
H23 -6.020 -2.477 3.117
H24 -5.024 -2.167 1.688
H25 -2.762 1.992 4.774
H26 -4.012 0.785 4.945
H27 -3.983 2.960 2.780
H28 -4.988 2.974 4.236
H29 -5.244 1.749 2.986
H30 -0.996 -5.696 -2.590
H31 0.282 -4.731 -3.288
H32 -2.721 -4.206 -3.629
H33 -1.641 -4.874 -4.858
H34 -1.454 -3.201 -4.317
H35 -2.304 -5.270 0.928
H36 -2.026 -6.007 -0.630
H37 -4.207 -3.924 -0.064
H38 -4.470 -5.664 -0.237
H39 -3.924 -4.704 -1.616
H40 2.294 -1.766 -4.930
H41 2.927 -0.259 -5.540
H42 -0.055 -0.982 -5.452
H43 0.967 -1.014 -6.897
H44 0.609 0.519 -6.089
N5 2.579 -2.003 -0.336
N6 3.546 -2.496 0.597
C37 3.543 -1.617 1.750
N7 4.578 -2.049 2.622
N8 2.135 -1.650 2.146
N9 1.802 -1.004 3.217
O1 2.412 -0.934 4.261
O2 0.716 -0.332 3.027
H45 2.172 -2.805 -0.803
H46 3.032 -1.411 -1.029
H47 4.475 -2.448 0.193
H48 4.389 -2.991 2.954
H49 4.656 -1.430 3.417
Te1 3.693 0.496 1.132

> The lowest F_max belongs to which entry?

C37H49N9O2TeZr

> The highest M belongs to which entry?

C37H49GeN3O3S2W

> F_max of number 3 (C37H49GeN3O3S2W)?

0.0788 Eh/bohr